No. 1
The following is a quantum chemistry calculation of a molecular structure, C38H31N6O2S2Ta, from the OMol25 dataset.

CARTESIAN COORDINATES (ANGSTROEM)
H (2.312553, 0.703004, 3.286172)
H (-0.017756, -0.473400, 2.463583)
H (-1.320633, 1.282690, 3.579842)
C (-0.604834, -4.814473, -2.813642)
C (3.629243, -0.318481, -1.168299)
H (-3.231090, 0.417564, 0.047080)
N (0.936039, 0.049927, -1.541737)
H (-3.542371, 4.601127, 2.099857)
C (-0.447350, 2.271950, 1.889479)
H (0.773982, 1.072864, 4.050084)
H (5.268803, -0.234214, 1.768423)
C (-4.115643, -3.230833, 2.328221)
H (2.738968, 1.260530, 0.978220)
H (-4.362833, 2.462773, -0.772625)
C (-1.399116, 2.721402, -2.400779)
C (-2.466282, -3.182258, 0.555730)
C (5.736816, 0.993900, 0.071463)
Ta (-0.097277, -1.005579, -0.239136)
C (-2.546171, 2.890259, 2.921489)
C (0.631486, 3.098753, -3.649770)
H (-1.813845, -6.577730, -2.517192)
C (1.857600, 1.890497, 0.897876)
C (-2.688015, 3.945619, 2.036467)
H (5.955677, 2.023861, -1.794198)
H (4.116805, 0.811905, -2.914502)
H (3.363209, -1.372272, 0.667061)
H (-4.164706, -1.427189, 3.488169)
H (0.409926, -2.914512, -2.804669)
C (0.506156, 1.169526, -2.212875)
C (-3.495121, -3.864362, 1.247732)
C (3.953528, -0.635209, 0.141669)
S (2.145549, -1.024933, -1.807595)
C (0.798741, 1.372410, 1.874727)
C (1.206320, 1.935099, -3.120857)
C (-3.201425, -5.778779, -0.316030)
C (-3.708189, -1.959077, 2.670636)
C (-0.632555, 3.491433, -3.300853)
H (-3.292136, 2.715058, 3.680963)
C (5.395277, 1.279410, -1.250798)
H (7.250282, 2.492434, 0.112279)
H (-3.176990, 3.942188, -2.394139)
H (-4.900315, -3.751227, 2.855917)
H (-2.326402, -0.366702, 2.192721)
H (6.501495, 2.163626, 1.688007)
H (1.816207, 2.374507, 3.504486)
H (-0.083962, -5.173418, -3.686220)
O (2.183326, -1.410093, -3.178155)
H (2.196786, 1.637017, -3.420939)
C (-0.612777, 3.322216, 0.992894)
N (-0.899554, -3.052570, -1.231899)
H (1.520628, 1.888669, -0.132676)
H (7.641199, 1.019640, 1.006611)
C (-1.714687, 4.157564, 1.078250)
C (1.459911, 1.376616, 3.267767)
C (-1.548443, -5.589257, -2.176027)
C (-3.844753, -5.179990, 0.807905)
C (-2.724159, 1.090593, -0.631301)
C (-2.195423, -5.071561, -1.046115)
C (-2.678222, -1.360030, 1.951307)
N (-3.655973, -7.000870, -0.557449)
C (-1.436986, 2.066732, 2.847820)
H (-1.058438, 4.392981, -3.707322)
C (5.014037, 0.009642, 0.748315)
C (6.844226, 1.717472, 0.755231)
N (-2.062002, -1.947890, 0.930024)
C (-2.709668, 3.052042, -2.000189)
H (2.142344, 2.902057, 1.177654)
C (-3.366199, 2.235298, -1.112934)
H (-1.804920, 4.985132, 0.390994)
N (-4.751618, -5.985209, 1.347563)
S (-4.785630, -7.364693, 0.525292)
C (0.225670, 0.022917, 1.522046)
N (-1.485856, 0.765746, -0.958224)
C (-0.317246, -3.544967, -2.310935)
H (1.211997, 3.689286, -4.340200)
C (4.356996, 0.618602, -1.881476)
H (0.124796, 3.529464, 0.236765)
C (-1.830976, -3.785774, -0.594025)
C (-0.821651, 1.550727, -1.846884)
O (1.713621, -2.067176, -0.852128)

Forces on atoms 1 to 6 (eV/Å):
H 0.121 -0.140 -0.033
H -0.431 -0.324 -0.044
H 0.006 -0.136 0.130
C -0.140 0.069 0.110
C -0.478 -0.405 -0.041
H -0.032 0.085 0.043

Output
- total charge = +2
- energy above the lowest of the compared OMol25 structures with the same formula, charge and spin (kJ/mol) = 38.08
- frontier orbital gap (eV) = 6.534

Results of the Löwdin charge analysis, in e, for atoms 1 through 5:
1. H 0.089
2. H 0.051
3. H 0.107
4. C 0.018
5. C -0.289

---

No. 2
The following is a quantum chemistry calculation of a molecular structure, C38H31N6O2S2Ti, from the OMol25 dataset.

CARTESIAN COORDINATES (ANGSTROEM)
O (-3.125210, 2.108654, -6.695176)
H (1.762667, 2.878840, 1.472207)
C (3.728590, -1.055954, 0.636545)
H (-1.254400, -3.201623, -3.345105)
H (0.567190, 1.144886, 1.557606)
H (5.461764, 0.065983, 1.263972)
C (-3.503255, 0.994748, -6.277533)
H (3.390203, 2.509054, 2.022710)
H (-0.767759, 3.759884, -3.134607)
H (5.020413, 2.678598, -1.440381)
H (6.258483, 1.941108, -0.394394)
C (-2.156937, 1.533910, -4.161463)
H (-5.005818, -3.637450, 1.031751)
C (-0.994731, -3.676266, -2.403245)
N (2.676898, -1.162317, -0.164396)
H (-1.944947, 2.480820, -4.638577)
C (-0.948362, -5.053638, -2.352387)
H (-0.858742, 4.492216, 1.101176)
H (-1.174235, -5.633836, -3.240372)
N (3.254771, 0.943049, -1.109154)
C (1.664951, 0.863758, 3.389459)
C (-0.609116, -5.723242, -1.167939)
H (2.633955, 4.050256, 2.460034)
C (-0.922263, 3.836515, 0.243742)
C (2.456618, -0.141421, -1.010495)
H (4.996980, 2.950406, 0.302898)
C (4.316283, 1.009863, -0.317990)
H (-6.100287, -3.819739, -1.244203)
H (0.166578, 2.597629, 4.885334)
C (2.451547, 2.982653, 2.309863)
C (-3.579923, -1.665726, -1.935312)
C (2.147227, -0.103584, 4.286984)
C (-5.230710, -3.193396, -1.093504)
S (1.099268, -0.213488, -2.133276)
C (-3.007120, 0.634521, -4.866084)
C (-4.707044, -2.478293, -2.133377)
N (-2.047822, -0.017627, -2.385543)
C (-0.711426, -2.870378, -1.280904)
C (-1.221787, 2.107541, -1.854088)
H (3.133942, 3.686347, 4.775216)
C (2.927494, 2.615772, 4.714988)
C (-3.531992, -2.289095, 0.315913)
H (3.872925, 2.103255, 4.525448)
C (-1.736901, 1.194324, -2.911418)
C (0.054357, -2.755325, 1.018307)
C (4.599473, 0.015822, 0.612847)
H (-0.571575, -6.804369, -1.137346)
C (-1.203477, 2.495688, 0.417530)
C (0.669157, -0.907939, 2.108419)
N (-0.043125, -1.453483, 1.032659)
C (1.200859, -1.853932, 2.978523)
H (3.888924, -1.883720, 1.323420)
C (-0.874820, 3.429112, -2.111567)
H (0.759139, 4.106516, 4.169514)
C (1.912234, 2.359844, 3.601776)
H (-5.151211, -2.517613, -3.119270)
H (-0.445890, 5.330116, -1.231566)
N (-1.301181, 1.627877, -0.592079)
C (-4.626731, -3.092865, 0.178741)
H (-0.020422, -5.484552, 0.865332)
H (-1.348972, 2.080497, 1.407645)
Ti (-1.002707, -0.778140, -0.846833)
C (-3.032508, -0.769731, -2.919681)
S (0.891122, -3.443951, 2.371351)
C (-3.486564, -0.479435, -4.216653)
H (-4.232702, -1.071079, -4.731043)
H (2.555624, 2.298050, 5.691173)
O (-4.253294, 0.152434, -6.807327)
H (-0.141906, 2.947252, 3.183338)
N (-2.986857, -1.569453, -0.692373)
C (-0.710957, 4.295925, -1.051468)
C (0.592853, 3.042447, 3.983793)
H (2.741101, 0.200761, 5.137017)
C (5.205293, 2.213064, -0.474838)
H (2.363695, -2.183908, 4.765334)
C (0.916562, 0.442582, 2.299131)
C (-0.305961, -4.978171, -0.051997)
C (-0.367689, -3.580538, -0.126439)
H (-3.025941, -2.200861, 1.271806)
C (1.936136, -1.456439, 4.087901)

Forces on atoms 1 to 6 (eV/Å):
O 0.094 -0.096 0.051
H -0.033 -0.002 -0.008
C 0.021 -0.056 0.018
H -0.016 0.006 0.006
H -0.034 -0.005 -0.032
H 0.002 0.005 0.001

Output
- total charge = -1
- 2S+1 = 3
- energy above the lowest of the compared OMol25 structures with the same formula, charge and spin (kJ/mol) = 154.81
- frontier orbital gap (alpha / beta) (eV) = 4.923 / 7.001

Results of the Löwdin charge analysis, in e, for atoms 1 through 5:
1. O -0.056
2. H 0.073
3. C -0.147
4. H 0.100
5. H 0.089

---

No. 3
The following is a quantum chemistry calculation of a molecular structure, C38H32FeN5O3S, from the OMol25 dataset.

CARTESIAN COORDINATES (ANGSTROEM)
H (3.119532, 2.221549, -1.965143)
H (-1.675115, 1.334327, -1.263789)
H (-6.386696, -0.523977, 1.566532)
C (1.223715, -0.671214, 1.133106)
H (2.221970, -0.061472, -2.374603)
C (2.156612, 2.098185, -2.453775)
C (0.333734, 4.610302, 1.409018)
C (1.166289, -4.233836, -2.267184)
H (0.274281, -2.815521, 3.733959)
C (-0.748642, -0.971482, -5.057996)
C (-0.912700, -5.356720, -2.527020)
H (-5.797298, -2.615882, 0.217468)
H (0.852860, -5.850189, -3.656306)
H (-1.543344, -6.117742, -2.971145)
H (-4.606707, 0.495955, 2.988878)
H (0.159188, -0.917777, -5.668218)
S (-0.256754, -0.970286, -3.335362)
H (-3.501887, -3.489132, 0.350200)
C (2.745288, -0.595245, 1.472086)
C (0.417002, -5.209691, -2.896019)
N (-1.128204, 1.137294, -0.445980)
C (3.050556, 0.568064, 3.337994)
C (0.415357, 0.458291, 2.844320)
C (-0.332633, 1.779151, -3.623507)
C (0.958460, 3.385146, 1.614455)
N (-0.699649, -3.559056, -0.948892)
O (2.652265, -2.483246, -0.767728)
H (2.210502, -4.062434, -2.494854)
N (0.691678, -1.415427, 0.006922)
C (0.789904, 0.978621, 4.168400)
C (0.497657, 2.198394, 1.039271)
H (3.245687, 1.662604, 1.342632)
H (-1.270098, -1.916703, -5.221139)
C (-3.088273, -0.867716, 2.336293)
C (1.663854, 0.821774, -2.692529)
N (-2.740050, -1.977734, 1.541603)
C (0.942976, -2.054182, 3.343267)
H (2.722720, -2.774576, 4.221619)
H (4.055120, 0.929115, 3.557090)
H (2.893491, 4.781192, -2.938856)
H (4.160840, -1.316530, 3.005788)
N (-0.757379, -0.240019, 2.446424)
C (2.652296, 0.899288, 1.849633)
C (-1.262287, 3.501250, 0.004228)
C (-0.795773, 4.659828, 0.605187)
H (-2.437708, -4.633912, -1.199067)
H (-1.316622, 5.598373, 0.446844)
C (-4.411470, -0.368667, 2.367781)
H (1.227892, 5.367885, -2.774027)
H (-0.423246, 3.918436, -3.642224)
C (-5.053295, -2.099462, 0.813614)
C (-3.754272, -2.556693, 0.846509)
C (2.101036, 1.029927, 4.404943)
H (-0.421445, 0.434485, -0.617417)
O (-1.543369, -1.026838, -2.547191)
C (0.173556, 3.047138, -3.389640)
C (1.136761, 0.922381, 1.553921)
C (2.250201, -2.013456, 3.601715)
H (-1.323506, 1.648278, -4.051749)
C (-1.414372, -4.523333, -1.544480)
H (0.017496, 1.297083, 4.859670)
H (-1.407701, -0.123226, -5.252334)
C (-0.628224, 2.268286, 0.196917)
H (0.715916, 5.506179, 1.885072)
O (-2.274872, 0.747968, 3.877049)
C (0.416767, 0.672440, -3.276429)
C (0.572069, -3.412170, -1.315456)
H (2.066593, 4.694784, -1.377463)
Fe (-1.513544, -1.646958, -0.205689)
C (0.463053, -0.992064, 2.446313)
C (-5.384105, -0.939606, 1.593942)
H (-2.148388, 3.532672, -0.626670)
H (2.502949, 1.424046, 5.335980)
C (1.414004, -2.334250, -0.641478)
C (1.416472, 3.223957, -2.786850)
H (3.396776, -0.954854, 0.694900)
C (3.125681, -0.981257, 2.943202)
C (-2.062271, -0.108842, 2.994743)
H (1.820033, 3.331898, 2.274942)
C (1.930831, 4.596856, -2.456221)

Forces on atoms 1 to 6 (eV/Å):
H -0.091 -0.059 -0.039
H -0.108 -0.035 -0.158
H 0.064 -0.051 0.031
C -0.004 -0.238 -0.156
H -0.103 0.180 -0.037
C 0.147 -0.169 0.045

Output
- total charge = -1
- 2S+1 = 5
- energy above the lowest of the compared OMol25 structures with the same formula, charge and spin (kJ/mol) = 582.08
- frontier orbital gap (alpha / beta) (eV) = 3.650 / 4.175

Results of the Löwdin charge analysis, in e, for atoms 1 through 5:
1. H 0.121
2. H 0.073
3. H 0.078
4. C -0.181
5. H 0.113